{
  "formula": "C3H9NO3",
  "method": "ωB97M-V with the def2-TZVPD basis set",
  "symbols": ["N", "C", "O", "C", "C", "O", "H", "H", "H", "H", "H", "H", "H", "O", "H", "H"],
  "positions_angstrom": [[-0.194, 1.688, 2.438], [0.144, 0.408, 2.194], [1.294, 0.035, 2.222], [-1.017, -0.562, 1.990], [-1.230, -0.978, 0.533], [-1.402, -2.425, 0.620], [0.495, 2.417, 2.568], [-1.076, 2.168, 2.456], [-1.998, -0.213, 2.321], [-0.750, -1.403, 2.624], [-0.300, -0.880, -0.041], [-1.982, -0.471, -0.062], [-1.266, -2.799, -0.263], [3.036, 1.070, -6.932], [2.391, 1.018, -6.222], [3.857, 0.929, -6.447]],
  "forces_ev_per_a": [[0.057, 2.457, 0.249], [-0.815, -0.239, 0.330], [0.259, -0.164, -0.311], [-0.607, 0.674, -0.339], [2.206, -2.082, -0.023], [-0.638, 0.487, -0.647], [0.695, -0.745, -0.042], [-0.687, -1.125, -0.241], [0.292, 0.420, 0.449], [-0.069, -0.360, -0.427], [0.053, 0.508, 0.225], [-0.616, 0.052, 0.471], [-0.131, 0.118, 0.305], [0.153, -0.061, 0.325], [-0.335, 0.040, -0.077], [0.184, 0.021, -0.247]],
  "lowdin_charge": [0.16, -0.57, 0.06, -0.09, -0.22, -0.09, 0.11, 0.10, 0.11, 0.12, 0.12, 0.11, 0.08, -0.06, 0.03, 0.03],
  "max_force_ev_per_a": 3.033,
  "mol_weight_g_mol": 107.11,
  "homo_energy_ha": -0.36533,
  "e_above_lowest_kcal_mol": 30.9,
  "homo_lumo_gap_ev": 10.7,
  "smiles": "NC(=O)CCO.O"
}